1.
Below is a 3-piece molecular cluster, C27H32F16IN3O4P overall, with properties calculated with ωB97M-V/def2-TZVPD.

Last column: Mulliken charge in e.
Atoms and positions in Å:
1 C 3.02 5.79 0.30  -1.947
2 C 2.11 4.97 1.21  1.542
3 C 2.49 5.13 2.70  -1.463
4 C 2.07 3.49 0.76  -1.665
5 C 0.86 3.14 -0.01  0.511
6 N -0.42 3.28 0.34  0.481
7 C -0.87 3.76 1.65  -1.647
8 C -1.47 5.18 1.65  -0.403
9 C -2.86 5.17 2.27  -1.485
10 I -3.88 6.99 2.01  0.091
11 C -1.24 2.86 -0.70  -0.955
12 P -3.05 2.92 -0.80  0.283
13 N -3.54 4.39 -0.98  -0.726
14 C -0.42 2.43 -1.69  0.222
15 N 0.85 2.62 -1.24  0.458
16 O 2.02 2.34 -1.89  -0.241
17 C 1.83 1.39 -2.98  0.024
18 O 1.40 0.31 -2.72  -0.396
19 C 2.25 1.95 -4.28  0.877
20 C 3.39 1.43 -4.88  -0.447
21 C 3.81 1.95 -6.09  -0.600
22 C 3.10 2.98 -6.69  -0.454
23 C 1.95 3.48 -6.09  -0.722
24 C 1.53 2.97 -4.88  -0.169
25 H 2.59 5.87 -0.70  0.382
26 H 4.02 5.37 0.25  0.424
27 H 3.07 6.81 0.68  0.510
28 H 1.12 5.42 1.10  -0.071
29 H 3.35 5.80 2.80  0.453
30 H 1.68 5.59 3.26  0.317
31 H 2.75 4.18 3.16  0.297
32 H 2.92 3.31 0.10  0.497
33 H 2.17 2.80 1.59  0.482
34 H 0.01 3.74 2.30  0.513
35 H -1.58 3.04 2.05  0.686
36 H -0.86 5.80 2.30  0.584
37 H -1.49 5.60 0.64  0.572
38 H -2.78 4.94 3.33  0.529
39 H -3.47 4.38 1.84  0.408
40 H -3.50 2.21 0.33  0.091
41 H -3.33 2.13 -1.91  0.139
42 H -4.16 4.72 -0.25  0.257
43 H -0.72 2.03 -2.64  0.695
44 H 3.93 0.63 -4.41  0.445
45 H 4.69 1.56 -6.57  0.409
46 H 3.44 3.39 -7.63  0.407
47 H 1.38 4.27 -6.56  0.415
48 H 0.63 3.38 -4.42  0.370
49 C -2.23 -3.47 -0.12  -0.863
50 C -2.51 -2.16 -0.86  1.035
51 C -1.63 -0.95 -0.54  0.075
52 F -1.77 -0.55 0.74  -0.270
53 F -2.04 0.09 -1.32  -0.209
54 F -3.81 -1.81 -0.74  -0.286
55 F -2.28 -2.41 -2.18  -0.311
56 O -3.05 -3.77 0.99  -0.383
57 C -2.77 -3.34 2.25  0.793
58 C -3.88 -2.45 2.81  0.137
59 F -4.04 -1.35 2.03  -0.209
60 F -3.53 -2.04 4.04  -0.261
61 F -1.57 -2.73 2.33  -0.278
62 F -2.72 -4.43 3.05  -0.277
63 H -2.45 -4.26 -0.84  0.440
64 H -1.17 -3.57 0.13  0.342
65 H -0.58 -1.16 -0.74  0.303
66 H -4.82 -3.00 2.85  0.242
67 C 1.04 -8.60 0.71  -0.790
68 C 0.30 -7.44 0.04  0.919
69 C 1.03 -6.10 -0.13  0.119
70 F 1.35 -5.56 1.06  -0.225
71 F 0.19 -5.24 -0.76  -0.248
72 F -0.88 -7.22 0.65  -0.236
73 F 0.02 -7.84 -1.24  -0.342
74 O 0.77 -8.83 2.07  -0.391
75 C 1.47 -8.21 3.07  0.751
76 C 0.54 -7.37 3.97  0.181
77 F -0.07 -6.42 3.24  -0.193
78 F 1.29 -6.78 4.92  -0.255
79 F 2.50 -7.48 2.61  -0.288
80 F 1.98 -9.18 3.87  -0.299
81 H 0.67 -9.49 0.20  0.404
82 H 2.12 -8.55 0.50  0.347
83 H 1.93 -6.22 -0.73  0.281
84 H -0.21 -8.01 4.43  0.263

HOMO energy	-11.655	eV
molar mass	924.4	g/mol
multiplicity	1
charge	+1
total energy	-102039.255	eV


2.
Below is a 4-piece molecular cluster, C14H39N3O14P6S overall, with properties calculated with ωB97M-V/def2-TZVPD.

Last column: Mulliken charge in e.
Atoms and positions in Å:
1 C -1.10 4.33 -0.79  -0.725
2 P -0.13 2.68 -0.57  0.101
3 O -1.05 1.84 0.61  -0.390
4 P -0.13 1.57 -2.49  0.026
5 C -0.38 2.90 -3.80  -0.972
6 C 0.09 2.47 -5.28  -0.478
7 S 1.62 3.45 -5.68  -0.172
8 C 2.89 2.40 -6.46  0.450
9 N 4.26 2.61 -6.12  -0.231
10 N 5.07 1.74 -6.78  -0.335
11 C 4.17 0.97 -7.58  0.006
12 O 2.82 1.36 -7.42  -0.243
13 P -1.86 0.23 -2.36  0.357
14 N -3.05 0.65 -3.36  -0.844
15 H -0.93 4.80 -1.82  0.270
16 H -2.22 4.18 -0.65  0.100
17 H -0.76 5.08 -0.01  0.337
18 H -0.88 2.21 1.51  0.298
19 H 0.27 3.80 -3.49  0.427
20 H -1.46 3.30 -3.79  0.429
21 H -0.74 2.84 -5.99  0.315
22 H 0.18 1.35 -5.44  0.443
23 H 4.58 0.13 -8.24  0.355
24 H -1.50 -1.13 -2.70  0.107
25 H -2.38 0.23 -1.02  0.024
26 H -2.78 1.49 -3.89  0.218
27 C 1.35 -4.03 4.48  -0.564
28 O 0.64 -3.59 3.33  -0.315
29 P -0.48 -2.29 3.33  1.008
30 O -0.08 -1.93 1.90  -0.609
31 O 0.43 -1.43 4.40  -0.383
32 C 1.71 -0.95 4.03  -0.673
33 O -1.68 -1.08 3.45  -0.381
34 C -2.26 -0.56 2.26  -0.534
35 H 1.37 -5.13 4.47  0.263
36 H 2.39 -3.68 4.41  0.150
37 H 0.89 -3.69 5.41  0.343
38 H 2.02 -1.29 3.04  0.276
39 H 2.44 -1.30 4.77  0.283
40 H 1.70 0.14 4.05  0.277
41 H -2.62 -1.36 1.62  0.326
42 H -1.54 0.07 1.74  0.237
43 H -3.11 0.07 2.55  0.339
44 C -5.51 2.00 -2.09  -0.239
45 O -5.51 2.78 -0.90  -0.270
46 P -6.55 4.11 -0.62  1.057
47 O -6.60 3.79 0.87  -0.636
48 O -7.80 3.38 -1.40  -0.380
49 C -8.39 2.21 -0.86  -0.722
50 O -7.52 5.52 -0.49  -0.356
51 C -7.62 6.19 0.76  -0.556
52 H -4.47 1.78 -2.36  -0.044
53 H -6.00 1.04 -1.89  0.205
54 H -5.99 2.51 -2.92  0.373
55 H -7.86 1.84 0.03  0.351
56 H -8.37 1.43 -1.62  0.271
57 H -9.43 2.42 -0.60  0.253
58 H -6.63 6.40 1.17  0.297
59 H -8.21 5.59 1.46  0.246
60 H -8.14 7.13 0.60  0.232
61 C 4.83 -3.43 1.63  -0.631
62 O 5.09 -4.21 2.78  -0.234
63 P 6.07 -5.63 2.78  1.011
64 O 6.51 -5.26 4.20  -0.625
65 O 7.12 -4.97 1.69  -0.366
66 C 7.87 -3.82 2.03  -0.710
67 O 7.02 -7.06 2.79  -0.353
68 C 7.38 -7.64 4.02  -0.546
69 H 3.78 -3.13 1.64  0.200
70 H 5.44 -2.51 1.67  0.240
71 H 5.03 -3.97 0.70  0.359
72 H 7.59 -3.40 3.00  0.367
73 H 7.70 -3.06 1.26  0.268
74 H 8.93 -4.07 2.03  0.248
75 H 6.51 -7.79 4.66  0.295
76 H 8.13 -7.03 4.52  0.243
77 H 7.83 -8.62 3.81  0.238

HOMO energy	-8.381	eV
molar mass	691.4	g/mol
multiplicity	1
SMILES	CP(O)#P(CCSc1nnco1)[PH2]=N.COP(=O)(OC)OC.COP(=O)(OC)OC.COP(=O)(OC)OC
total energy	-114841.707	eV


3.
Below is a 7-piece molecular cluster, C40H73N6O19 overall, with properties calculated with ωB97M-V/def2-TZVPD.

Last column: Mulliken charge in e.
Atoms and positions in Å:
1 C 4.80 -1.59 0.35  -1.031
2 C 4.02 -0.30 -0.23  0.529
3 C 4.19 -0.07 -1.83  -0.081
4 C 5.21 1.13 -2.17  -0.662
5 C 4.46 2.55 -2.45  -0.842
6 C 3.71 2.98 -1.11  0.346
7 C 2.93 4.39 -1.19  -0.868
8 C 1.96 4.43 0.13  0.305
9 C 0.60 5.25 -0.15  -0.955
10 C -0.70 4.34 -0.31  0.477
11 N -1.37 4.54 -1.59  -0.480
12 C -2.49 3.63 -1.41  0.361
13 N -3.49 3.36 -2.27  0.259
14 C -3.62 4.00 -3.62  0.053
15 C -3.75 5.54 -3.62  -0.307
16 C -3.94 6.23 -5.02  -0.403
17 C -3.96 5.28 -6.27  -0.344
18 C -3.79 3.77 -5.99  -0.143
19 N -3.62 3.12 -4.73  -0.403
20 N -2.42 3.00 -0.12  -0.098
21 N -1.32 3.39 0.58  0.234
22 C -0.83 3.05 1.95  -0.118
23 C -1.48 1.73 2.59  -1.240
24 N -1.09 0.44 1.97  0.557
25 C 0.34 0.37 1.56  -0.379
26 C 1.29 0.57 2.86  -0.834
27 C -2.01 -0.02 0.93  0.256
28 C -3.49 -0.49 1.42  -0.904
29 O -1.67 -0.09 -0.29  -0.502
30 H 4.08 -2.49 0.31  0.294
31 H 5.07 -1.40 1.46  0.309
32 H 5.73 -1.77 -0.30  0.226
33 H 2.90 -0.36 0.06  -0.631
34 H 4.44 0.62 0.34  0.248
35 H 4.47 -1.08 -2.33  0.415
36 H 3.15 0.20 -2.23  -0.076
37 H 5.87 1.30 -1.23  0.367
38 H 5.87 0.84 -3.07  0.209
39 H 3.71 2.32 -3.29  0.278
40 H 5.27 3.29 -2.78  0.380
41 H 4.48 3.09 -0.26  0.233
42 H 2.96 2.14 -0.83  -0.435
43 H 3.72 5.22 -1.03  0.256
44 H 2.36 4.57 -2.16  0.418
45 H 1.79 3.36 0.51  -0.481
46 H 2.55 5.00 0.93  0.447
47 H 0.40 5.95 0.75  0.350
48 H 0.75 5.96 -1.04  0.394
49 H -4.19 2.65 -1.96  0.120
50 H -3.71 6.16 -2.65  0.312
51 H -4.07 7.36 -5.13  0.355
52 H -4.11 5.66 -7.34  0.345
53 H -3.80 3.08 -6.92  0.327
54 H -3.14 2.34 0.19  0.284
55 H 0.33 3.07 1.97  0.160
56 H -1.14 3.93 2.63  0.283
57 H -1.24 1.70 3.71  0.301
58 H -2.62 1.86 2.51  0.475
59 H 0.64 1.03 0.67  0.163
60 H 0.53 -0.72 1.22  0.597
61 H 2.40 0.37 2.60  0.291
62 H 1.01 -0.28 3.61  -0.054
63 H 1.15 1.58 3.37  0.284
64 H -3.60 -1.63 1.44  0.353
65 H -4.31 -0.02 0.75  0.209
66 H -3.73 -0.10 2.48  0.302
67 C -6.32 1.69 -3.46  -0.666
68 O -7.11 0.54 -3.74  -0.406
69 C -7.53 -0.13 -2.65  0.763
70 O -7.28 0.17 -1.50  -0.560
71 O -8.26 -1.18 -3.05  -0.329
72 C -8.77 -1.98 -1.99  -0.636
73 H -6.04 2.15 -4.40  0.262
74 H -6.89 2.42 -2.88  0.434
75 H -5.41 1.41 -2.93  0.224
76 H -9.44 -1.40 -1.35  0.299
77 H -7.95 -2.41 -1.41  0.293
78 H -9.34 -2.80 -2.44  0.232
79 C 10.27 -4.05 -0.13  -0.642
80 O 9.09 -3.50 -0.71  -0.274
81 C 9.23 -3.12 -1.99  0.708
82 O 10.23 -3.21 -2.65  -0.541
83 O 8.05 -2.62 -2.40  -0.193
84 C 8.04 -2.17 -3.75  -0.658
85 H 10.05 -4.33 0.90  0.210
86 H 10.58 -4.96 -0.67  0.297
87 H 11.08 -3.32 -0.13  0.293
88 H 8.26 -2.99 -4.44  0.329
89 H 8.76 -1.36 -3.89  0.322
90 H 7.04 -1.79 -3.97  0.147
91 C -0.10 -2.19 5.14  -0.714
92 O -0.30 -3.16 6.17  -0.324
93 C 0.74 -3.30 7.00  0.721
94 O 1.79 -2.70 6.94  -0.548
95 O 0.42 -4.23 7.92  -0.319
96 C 1.45 -4.49 8.87  -0.601
97 H -1.00 -2.15 4.53  0.274
98 H 0.07 -1.20 5.57  0.334
99 H 0.74 -2.48 4.50  0.358
100 H 1.68 -3.60 9.45  0.288
101 H 2.34 -4.88 8.38  0.295
102 H 1.08 -5.26 9.56  0.198
103 C -7.90 5.46 -8.98  -0.681
104 O -7.43 4.45 -8.09  -0.265
105 C -8.40 3.81 -7.41  0.688
106 O -9.58 4.03 -7.50  -0.535
107 O -7.82 2.89 -6.62  -0.213
108 C -8.74 2.13 -5.83  -0.641
109 H -7.03 5.90 -9.48  0.210
110 H -8.55 5.03 -9.75  0.306
111 H -8.42 6.24 -8.43  0.321
112 H -9.42 1.57 -6.47  0.361
113 H -9.29 2.78 -5.15  0.328
114 H -8.16 1.42 -5.24  0.189
115 C 1.86 -4.10 -6.55  -0.625
116 O 1.61 -2.79 -6.02  -0.329
117 C 1.26 -2.78 -4.73  0.708
118 O 1.14 -3.74 -4.01  -0.535
119 O 1.05 -1.50 -4.37  -0.285
120 C 0.67 -1.33 -3.00  -0.621
121 H 2.13 -3.99 -7.60  0.227
122 H 2.69 -4.57 -6.02  0.289
123 H 0.96 -4.71 -6.49  0.292
124 H 1.46 -1.70 -2.34  0.245
125 H -0.27 -1.84 -2.80  0.404
126 H 0.54 -0.26 -2.82  0.201
127 C 0.35 -6.74 13.14  -0.650
128 O 1.65 -6.51 12.59  -0.219
129 C 2.66 -6.93 13.37  0.720
130 O 2.55 -7.46 14.45  -0.535
131 O 3.81 -6.65 12.73  -0.290
132 C 4.98 -7.05 13.45  -0.629
133 H -0.39 -6.37 12.43  0.188
134 H 0.18 -7.81 13.28  0.319
135 H 0.23 -6.20 14.08  0.302
136 H 4.99 -8.13 13.61  0.293
137 H 5.04 -6.52 14.40  0.292
138 H 5.85 -6.78 12.85  0.216

HOMO energy	-11.711	eV
molar mass	942.0	g/mol
multiplicity	1
charge	+1
total energy	-90493.490	eV


no.,largest force on an atom (eV/Å)
1,1.71
2,9.50
3,6.54